This record from the OMol25 dataset describes 2 unconnected molecules or ions with the total composition C8H10Cl2S. The level of theory is ωB97M-V/def2-TZVPD.

Output
Charge ... 0
2S+1 ... 1
E_LUMO ... 0.5 eV
SMILES ... Clc1ccc(Cl)cc1.CCS
HOMO ... -9.030 eV
Relative energy (zero: lowest compared OMol25 entry of this formula, charge and spin) ... 3.9 kJ/mol
Frontier orbital gap ... 9.578 eV

XYZ file:
```
21
Properties=species:S:1:pos:R:3:lowdin_charge:R:1
Cl 2.16316 -0.23560 -2.95335 0.664
Cl -1.31495 -4.69392 -0.32873 0.665
S 1.14036 3.26706 3.06987 0.657
C -0.92218 -2.59776 -1.99610 -0.106
C -0.34816 -3.45465 -1.05831 -0.680
C 1.77036 -2.33177 -1.28603 -0.105
C -1.27436 3.76337 1.74096 -0.196
C 1.19635 -1.47487 -2.22381 -0.680
C 0.99289 -3.32836 -0.69933 -0.105
C -0.14469 -1.60117 -2.58280 -0.106
C -0.56639 2.78313 2.66562 -0.652
H 1.42815 -4.01229 0.04120 0.114
H -0.75731 3.81625 0.76808 0.067
H -0.56163 1.76132 2.23980 0.067
H -1.98015 -2.71202 -2.26672 0.113
H -0.57995 -0.91723 -3.32333 0.113
H 1.60693 3.23752 1.80341 -0.147
H -2.31505 3.44077 1.56921 0.071
H 2.82834 -2.21752 -1.01540 0.114
H -1.28780 4.77185 2.18749 0.070
H -1.07393 2.73588 3.64827 0.064
```